(A)
An isolated ion of composition C7H9N and charge +1, computed with the ωB97M-V functional and the def2-TZVPD basis.

Geometry (Å):
1 C -0.60580 1.12555 -0.89223
2 C 0.20867 2.23319 -0.52356
3 N 1.50177 2.09724 -0.44500
4 C 1.56145 0.67352 -0.11921
5 C 0.19862 0.05027 -0.58759
6 C -0.19029 -1.27287 -0.32371
7 C -1.24236 -1.52960 0.67146
8 C -1.27604 -2.71669 1.57063
9 H -1.69118 1.07703 -0.91904
10 H -0.24971 3.19730 -0.27794
11 H 2.43674 0.10847 -0.44354
12 H 1.42960 0.50721 0.96005
13 H 0.54177 -2.06573 -0.40581
14 H -2.02578 -0.80117 0.46132
15 H -0.43580 -3.05522 2.15925
16 H -0.74666 -1.16510 1.62198
17 H -1.98295 -3.50840 1.34483

The value obtained for the gap between HOMO and LUMO (spin up / spin down) is 0.2376 / 0.2474 Ha. The calculation puts the HOMO energy (spin up / spin down) at -13.7095 / -13.8816 eV. As for the net charge: +1. As for the spin multiplicity: 2. For the LUMO energy (spin up / spin down), the calculation gives -7.2443 / -7.1500 eV.

Löwdin atomic charge list, values in e, 4 entries: 0.07 -0.14 0.14 -0.13

(B)
An isolated ion of composition C7H9N and charge +1, computed with the ωB97M-V functional and the def2-TZVPD basis.

Geometry (Å):
1 C 1.23558 1.29727 -0.91730
2 N -1.03788 1.78862 0.23706
3 C -0.54833 0.46889 0.31249
4 C 0.51733 0.10005 -0.45354
5 C 0.90348 -1.26695 -0.65616
6 C 0.15338 -2.17218 0.03214
7 C -0.92342 -1.75726 0.85006
8 C -1.31499 -0.40932 1.17680
9 H 2.20493 1.07182 -1.36503
10 H 0.74912 1.79882 -1.75563
11 H 1.40698 2.07791 -0.14558
12 H -1.35682 2.20436 1.15620
13 H -0.83160 2.35474 -0.57280
14 H 1.84553 -1.52834 -1.13459
15 H 0.34475 -3.30760 -0.08109
16 H -1.40797 -2.59772 1.21830
17 H -1.94006 -0.12313 2.09869

The value obtained for the gap between HOMO and LUMO (spin up / spin down) is 0.3746 / 0.2404 Ha. The calculation puts the HOMO energy (spin up / spin down) at -14.0116 / -13.9419 eV. As for the net charge: +1. As for the spin multiplicity: 2. For the LUMO energy (spin up / spin down), the calculation gives -3.8177 / -7.3990 eV.

Löwdin atomic charge list, values in e, 4 entries: -0.04 0.22 -0.23 -0.18

Stability check: which of them is least stable? (A).

(A)
One molecule with the formula C4H10NO2P, computed with the ωB97M-V functional and the def2-TZVPD basis.

Geometry (Å):
1 C 1.52873 -0.69885 0.64134
2 C 1.00134 0.72823 0.94015
3 C 0.70648 -1.40739 -0.44383
4 C -1.38539 1.01951 -1.41765
5 N -0.42947 0.65269 1.17057
6 O -2.79137 -0.17885 0.62288
7 O -0.68497 -1.46363 -0.30032
8 P -1.44597 -0.04841 0.05701
9 H 2.57377 -0.70831 0.21491
10 H 1.70989 -1.32593 1.55712
11 H 1.43999 1.12401 1.89766
12 H 0.94424 1.44032 -0.03729
13 H 0.96932 -0.87368 -1.38702
14 H 0.92255 -2.52598 -0.46252
15 H -1.62926 0.42968 -2.25588
16 H -2.12803 1.86197 -1.31248
17 H -0.52392 1.53908 -1.57979
18 H -0.77793 0.43556 2.09515

The value obtained for the gap between HOMO and LUMO is 0.3844 Ha. The calculation puts the HOMO energy at -9.6884 eV. As for the spin multiplicity: 1. For the LUMO energy, the calculation gives 0.7706 eV.

Löwdin atomic charge list, values in e, 4 entries: -0.19 -0.23 -0.27 -0.12

(B)
One molecule with the formula C4H10NO2P, computed with the ωB97M-V functional and the def2-TZVPD basis.

Geometry (Å):
1 C 0.80456 -0.72740 -0.06020
2 C 2.10283 0.03872 0.37069
3 C -0.42293 1.31990 -0.95646
4 C -1.58983 -0.59620 0.25989
5 N -0.30378 -0.01440 0.29876
6 O 1.21401 3.46788 -1.11038
7 O 2.17834 1.35115 -0.23719
8 P 0.90349 2.29973 -0.28170
9 H 1.02274 -0.85425 -1.21023
10 H 0.89479 -1.78831 0.43399
11 H 2.10782 0.08916 1.48079
12 H 2.98202 -0.49404 0.00442
13 H -0.54662 0.73035 -1.85217
14 H -1.34525 1.83982 -0.81743
15 H -1.61669 -0.99048 -0.84314
16 H -1.66456 -1.40826 0.99562
17 H -2.37713 0.06455 0.48041
18 H 0.33627 2.38047 1.03028

The value obtained for the gap between HOMO and LUMO is 0.3683 Ha. The calculation puts the HOMO energy at -9.1558 eV. As for the spin multiplicity: 1. For the LUMO energy, the calculation gives 0.8665 eV.

Löwdin atomic charge list, values in e, 4 entries: -0.30 -0.20 -0.10 -0.14

Stability check: which of them is least stable? (B).

(A)
A 9-piece molecular cluster, BH20O8 overall, computed with the ωB97M-V functional and the def2-TZVPD basis.

Geometry (Å):
1 B -0.53246 0.10376 -0.00544
2 H -0.33910 -0.89926 -0.54023
3 H -0.89019 -0.19623 1.04898
4 H 0.49642 0.63631 -0.02716
5 H -1.26500 0.78474 -0.57870
6 O -0.21365 3.16265 0.18883
7 H -1.12860 2.97883 -0.04137
8 H 0.23416 2.31213 0.06104
9 O 1.65265 -2.14041 0.53963
10 H 2.48289 -2.06456 0.06098
11 H 1.08009 -1.44633 0.15320
12 O 0.91568 0.29290 -2.76310
13 H 0.48970 0.09625 -1.90803
14 H 1.85975 0.24033 -2.57697
15 O -2.63260 -0.85944 -2.02768
16 H -2.24936 -0.29834 -1.32041
17 H -1.94833 -0.88312 -2.70341
18 O 3.11756 0.93312 -1.04783
19 H 3.72516 0.33902 -0.59398
20 H 3.41676 1.81688 -0.80878
21 O -3.08434 0.42988 2.03407
22 H -3.22706 -0.15383 2.78474
23 H -2.23677 0.12903 1.64503
24 O 1.28026 0.92930 3.08062
25 H 1.00000 0.46335 2.28089
26 H 1.08411 1.85390 2.89579
27 O -1.36623 -3.06068 0.10621
28 H -0.49199 -3.40746 -0.09622
29 H -1.22950 -2.09272 0.15930

The value obtained for the gap between HOMO and LUMO is 0.3483 Ha. The calculation puts the HOMO energy at -6.9869 eV. As for the net charge: -1. As for the spin multiplicity: 1. For the LUMO energy, the calculation gives 2.4904 eV.

Löwdin atomic charge list, values in e, 4 entries: -0.38 -0.03 0.00 -0.02

(B)
A 9-piece molecular cluster, BH20O8 overall, computed with the ωB97M-V functional and the def2-TZVPD basis.

Geometry (Å):
1 B 0.42259 0.23162 0.17228
2 H 0.15259 -0.75338 0.75428
3 H 1.49759 0.55962 0.38628
4 H 0.21759 -0.01638 -1.01672
5 H -0.42841 1.12562 0.53128
6 O -1.79941 3.47862 1.92928
7 H -2.69641 3.28662 1.94328
8 H -1.39941 3.29762 1.23228
9 O 4.13759 -0.84338 0.46828
10 H 4.03959 -1.58938 -0.25872
11 H 3.25959 -0.47938 0.42728
12 O -2.75641 -1.60238 -0.44272
13 H -2.88641 -2.53138 -0.94272
14 H -1.80441 -1.22938 -0.83272
15 O -2.72141 -0.70238 2.54628
16 H -3.62941 -0.67138 2.11328
17 H -2.09541 -0.49638 1.90828
18 O 1.01159 -2.69638 -2.20872
19 H 1.20959 -3.71538 -2.13172
20 H 1.06759 -2.30238 -1.44972
21 O 0.52159 3.45762 -1.16572
22 H 0.69259 4.07062 -0.44372
23 H 0.54359 2.77762 -0.65572
24 O 1.48459 -0.02038 2.87628
25 H 1.18559 -0.93438 2.88828
26 H 1.18759 0.28162 2.11428
27 O -0.24641 -0.90438 -3.90972
28 H 0.16559 -1.12738 -3.07772
29 H -0.33341 0.04862 -3.75472

The value obtained for the gap between HOMO and LUMO is 0.3413 Ha. The calculation puts the HOMO energy at -6.5640 eV. As for the net charge: -1. As for the spin multiplicity: 1. For the LUMO energy, the calculation gives 2.7233 eV.

Löwdin atomic charge list, values in e, 4 entries: -0.40 -0.05 -0.06 -0.04

Stability check: which of them is least stable? (B).

(A)
A 2-piece molecular cluster, C2H9N2O overall, computed with the ωB97M-V functional and the def2-TZVPD basis.

Geometry (Å):
1 C 1.82871 -1.81040 0.72631
2 O 0.91338 -0.84019 0.88593
3 H 2.20714 -1.95611 -0.31482
4 H 1.47559 -2.82228 1.05105
5 H 2.75920 -1.65125 1.33374
6 N -1.54863 0.11651 0.12177
7 C -1.42572 1.43383 -0.44472
8 N -0.20637 1.57313 -1.22741
9 H -2.08995 0.02010 0.97418
10 H -0.63516 -0.36944 0.28111
11 H -1.44235 2.22499 0.29759
12 H -2.25328 1.62585 -1.13742
13 H -0.18345 0.85425 -1.92689
14 H 0.60089 1.60099 -0.62042

The value obtained for the gap between HOMO and LUMO is 0.2632 Ha. The calculation puts the HOMO energy at -2.6109 eV. As for the net charge: -1. As for the spin multiplicity: 1. For the LUMO energy, the calculation gives 4.5502 eV.

Löwdin atomic charge list, values in e, 4 entries: -0.48 -0.42 0.03 0.03

(B)
A 2-piece molecular cluster, C2H9N2O overall, computed with the ωB97M-V functional and the def2-TZVPD basis.

Geometry (Å):
1 C 1.88437 1.53442 0.30421
2 O 0.57026 1.27562 0.62232
3 H 2.62760 1.27295 1.08822
4 H 2.21785 0.96008 -0.58960
5 H 2.04630 2.61258 0.11932
6 N -1.17103 -0.20720 -1.30524
7 C -1.16018 -1.35531 -0.42325
8 N -1.06755 -0.93360 0.98050
9 H -2.04774 0.28023 -1.14081
10 H -0.48058 0.44149 -0.91084
11 H -2.09204 -1.91322 -0.58557
12 H -0.32511 -1.99409 -0.69154
13 H -0.72630 -1.71578 1.53716
14 H -0.27585 -0.25817 0.99513

The value obtained for the gap between HOMO and LUMO is 0.2689 Ha. The calculation puts the HOMO energy at -2.7956 eV. As for the net charge: -1. As for the spin multiplicity: 1. For the LUMO energy, the calculation gives 4.5222 eV.

Löwdin atomic charge list, values in e, 4 entries: -0.42 -0.44 0.03 0.03

Stability check: which of them is least stable? (A).